117
Properties=species:S:1:pos:R:3:forces:R:3 method="wB97M-V/def2-TZVPD" e_tot_ev=-237175.154 relative_energy_kcal_mol=0.0 total_charge=0 e_homo_ev=-7.90
K 0.581643 0.257559 0.175732 -0.114 -0.389 -0.012
C -6.092064 3.301119 -12.243929 0.006 -0.018 -0.018
O -6.171114 4.056206 -11.048856 -0.003 0.005 0.017
C -5.517774 3.582145 -9.959516 -0.023 0.049 0.009
C -5.626377 4.353772 -8.802779 0.023 -0.037 -0.002
C -4.995944 3.950915 -7.645161 -0.003 0.005 -0.002
C -4.242539 2.775632 -7.606417 -0.019 0.018 -0.017
C -4.142789 2.016846 -8.765430 -0.007 -0.004 -0.034
C -4.771757 2.408490 -9.937425 -0.007 0.003 -0.011
C -3.561746 2.316898 -6.393727 0.004 0.016 0.029
N -2.902734 1.188304 -6.281662 -0.001 -0.013 -0.015
C -2.438356 1.167340 -4.991160 -0.035 0.048 0.020
C -2.821885 2.296426 -4.314308 -0.009 0.002 -0.016
N -3.544898 3.031569 -5.224095 0.010 -0.045 -0.035
C -2.493168 2.544158 -2.948243 0.047 -0.050 0.024
C -2.859339 3.691930 -2.234420 0.004 -0.001 0.050
C -2.499156 3.806962 -0.915266 -0.060 -0.041 -0.054
C -1.784704 2.756475 -0.333449 -0.006 0.074 0.036
N -1.411897 1.678186 -0.989301 -0.053 0.033 -0.028
C -1.740608 1.551354 -2.283763 -0.048 0.027 -0.043
C -1.297843 0.345076 -2.998922 -0.063 0.022 -0.055
N -0.552872 -0.555564 -2.331334 -0.025 0.079 0.041
C -0.147752 -1.629747 -2.974013 -0.006 -0.044 0.008
C -0.450398 -1.901401 -4.312839 -0.004 0.009 0.009
C -1.212251 -0.996564 -5.006003 0.010 -0.036 0.021
C -1.651585 0.157420 -4.347375 0.038 -0.016 0.032
H -6.678504 3.842110 -12.980726 0.002 -0.001 0.001
H -6.512284 2.301172 -12.109853 -0.001 0.006 0.000
H -5.059880 3.217660 -12.593064 -0.003 0.003 0.002
H -6.210587 5.263095 -8.834022 -0.006 0.001 -0.018
H -5.108727 4.572826 -6.765066 0.011 -0.011 0.012
H -3.561254 1.105554 -8.745200 0.010 0.001 0.032
H -4.672282 1.796100 -10.821352 0.006 -0.006 0.007
H -3.965059 3.930591 -5.076598 0.007 0.008 0.007
H -3.419296 4.482930 -2.718719 -0.002 -0.001 -0.009
H -2.757765 4.679457 -0.332168 -0.003 0.001 -0.001
H -1.501728 2.806768 0.713744 0.028 -0.007 0.001
H 0.458662 -2.328779 -2.406653 0.011 0.018 0.008
H -0.078380 -2.803907 -4.777623 -0.005 0.000 -0.010
H -1.477242 -1.145052 -6.044349 -0.009 0.012 -0.003
C -6.000878 -0.580800 0.254823 -0.016 0.030 -0.035
C -5.536581 -1.169825 1.594699 0.030 -0.037 -0.006
C -5.038032 0.022728 2.427298 0.001 0.002 -0.027
C -6.757854 -1.779222 2.300007 -0.028 -0.002 0.015
Si -4.167377 -2.492630 1.301021 -0.169 -0.111 0.067
Br -2.328944 -1.308958 0.823144 0.130 0.144 -0.058
C -4.478875 -3.575275 -0.255635 0.011 0.018 0.032
C -3.469525 -4.732029 -0.302232 0.020 -0.018 -0.028
C -5.893413 -4.174505 -0.246345 -0.040 -0.028 -0.012
C -4.292854 -2.788154 -1.563580 0.000 0.003 -0.031
C -3.706946 -3.512935 2.867562 -0.025 0.037 -0.050
C -4.727679 -4.630011 3.131822 -0.027 -0.029 0.016
C -3.659296 -2.601304 4.102467 0.027 0.023 0.003
C -2.313043 -4.151750 2.752967 0.033 -0.015 -0.024
H -6.709227 0.230265 0.454137 -0.003 0.001 0.000
H -6.512988 -1.309354 -0.372796 0.000 0.005 0.019
H -5.168790 -0.159494 -0.314134 0.005 0.003 0.013
H -5.861683 0.736874 2.533399 0.001 0.003 0.013
H -4.213709 0.536215 1.930303 -0.005 -0.004 -0.006
H -4.712262 -0.252465 3.427194 0.027 -0.049 0.049
H -7.544530 -1.021040 2.375507 0.001 0.003 -0.002
H -6.528954 -2.107255 3.314134 0.015 -0.004 0.016
H -7.178246 -2.628913 1.759304 0.018 -0.006 -0.013
H -3.610975 -5.447750 0.507183 -0.022 0.009 -0.014
H -2.438174 -4.373112 -0.267422 -0.002 0.014 -0.003
H -3.601205 -5.275438 -1.243601 0.001 -0.003 -0.007
H -6.096654 -4.766982 0.647663 0.014 0.013 0.009
H -6.005838 -4.839781 -1.108926 0.002 -0.002 -0.003
H -6.668049 -3.411269 -0.326752 0.008 -0.004 -0.001
H -3.290053 -2.366384 -1.645998 0.006 -0.013 0.001
H -5.008223 -1.977442 -1.684921 0.017 -0.017 0.010
H -4.435872 -3.477618 -2.402343 0.002 0.003 -0.013
H -5.746420 -4.256461 3.247206 -0.008 0.021 -0.010
H -4.462983 -5.144123 4.061916 0.003 0.004 0.002
H -4.732673 -5.380693 2.340666 0.004 0.004 0.004
H -4.635505 -2.198303 4.368537 -0.038 0.018 -0.011
H -2.964515 -1.769440 3.965338 0.003 0.007 -0.011
H -3.306271 -3.186921 4.957586 -0.005 0.005 0.005
H -2.252338 -4.909544 1.974397 -0.004 0.015 0.026
H -2.081251 -4.641353 3.704974 0.010 -0.006 0.001
H -1.535836 -3.413271 2.554324 -0.004 0.011 0.020
F 4.598779 1.423666 -1.589508 0.049 -0.011 -0.006
B 3.612887 1.977883 -0.789198 -0.082 -0.085 0.066
F 3.906055 1.758004 0.583091 0.007 -0.009 -0.002
F 3.431010 3.330831 -1.035140 0.010 0.042 0.027
F 2.367293 1.294644 -1.050264 0.193 0.112 -0.207
O 6.111044 -3.635885 5.332259 -0.005 -0.031 -0.028
C 4.986485 -4.451869 5.512495 0.029 -0.006 0.004
N 4.206129 -4.610884 4.300365 0.009 0.041 -0.011
C 3.588170 -3.526841 3.771815 0.023 0.010 0.009
O 3.607572 -2.443312 4.338971 -0.053 -0.034 0.014
C 2.877312 -3.727232 2.472970 0.008 -0.038 -0.039
C 3.365174 -4.547403 1.464319 -0.045 0.022 0.009
C 2.636082 -4.664044 0.293008 -0.018 -0.001 0.022
C 1.443314 -3.965726 0.189316 -0.025 -0.049 -0.054
N 0.968190 -3.164821 1.140664 0.042 0.126 -0.030
C 1.685927 -3.042602 2.251501 0.015 -0.005 0.060
H 5.780431 -2.743378 5.168841 0.005 0.028 0.022
H 4.332991 -4.046314 6.287528 -0.010 -0.003 -0.015
H 5.344090 -5.433979 5.812314 -0.011 0.005 0.015
H 4.236007 -5.473729 3.787266 0.005 -0.004 0.004
H 4.311521 -5.063079 1.575054 0.004 -0.004 -0.006
H 2.980375 -5.278581 -0.526767 0.014 -0.001 0.005
H 0.836414 -4.054908 -0.705855 0.002 0.017 0.001
H 1.307344 -2.372867 3.014974 -0.010 -0.002 -0.008
Se 3.425814 0.657649 3.307445 -0.233 0.022 0.000
N 2.747266 1.552076 4.664785 0.161 -0.088 -0.140
C 1.439099 1.599624 4.464585 -0.222 0.166 0.148
C 0.495488 2.260797 5.304632 0.108 -0.048 -0.074
C -0.804506 2.229842 4.922947 -0.046 -0.082 -0.123
C -1.180679 1.553868 3.714971 -0.168 0.037 0.162
N -0.370981 0.923526 2.918831 0.297 0.082 0.049
C 0.951960 0.938525 3.289946 -0.082 -0.182 -0.009
N 1.868343 0.330073 2.549498 0.325 0.207 0.214
H 0.836674 2.764331 6.198947 -0.017 0.005 0.010
H -1.578726 2.709584 5.505446 0.013 0.014 0.015
H -2.231114 1.555297 3.433677 0.012 -0.017 -0.038